No. 1
Formula: C2H7NO4
Source: OMol25
Level of theory: ωB97M-V/def2-TZVPD

* frontier orbital gap (spin up / spin down): 8.9 / 4.8 eV
* HOMO level (spin up / spin down): -14.631 / -14.631 eV
* <S²>: 0.7563
* 2S+1: 2
* net charge: +1

Element x y z (Å)
O1 -1.42 2.36 0.11
C1 -0.29 1.93 -0.32
N1 0.23 0.73 0.02
C2 1.39 0.10 -0.40
O2 2.58 0.16 0.05
H1 0.43 2.63 -0.63
H2 -0.44 0.37 0.77
H3 1.33 -0.62 -1.22
H4 -2.51 -1.14 1.84
H5 -2.73 -0.17 0.69
O3 -2.03 -0.48 1.36
H6 -0.58 -3.51 -0.60
H7 0.68 -4.32 -1.03
O4 0.31 -3.36 -0.97

Here are the Löwdin charges for atoms 1 to 2, given in e:
1. O 0.32
2. C -0.05


No. 2
Formula: C2H7NO5
Source: OMol25
Level of theory: ωB97M-V/def2-TZVPD

* SMILES string: O=CNC(=O)O.O.O
* frontier orbital gap: 11.1 eV
* HOMO level: -10.847 eV
* 2S+1: 1

Element x y z (Å)
O1 2.23 0.61 0.30
C1 2.33 -0.40 -0.39
N1 1.50 -0.55 -1.41
C2 0.39 0.06 -2.00
O2 -0.21 -0.60 -2.87
O3 0.13 1.38 -1.77
H1 3.01 -1.30 -0.22
H2 1.55 -1.40 -2.05
H3 0.36 1.71 -0.82
O4 -2.50 -0.72 1.34
H4 -2.96 0.02 0.98
H5 -2.68 -1.55 0.86
O5 -1.02 0.88 2.89
H6 -0.34 1.44 2.50
H7 -1.78 0.43 2.66

Here are the Löwdin charges for atoms 1 to 2, given in e:
1. O 0.03
2. C -0.32


No. 3
Formula: C2H7NOS
Source: OMol25
Level of theory: ωB97M-V/def2-TZVPD

* SMILES string: NC=O.CS
* frontier orbital gap: 9.9 eV
* HOMO level: -9.200 eV
* 2S+1: 1

Element x y z (Å)
N1 0.72 1.83 -0.88
C1 1.45 1.50 0.22
O1 2.65 1.46 0.34
H1 -0.18 2.23 -0.69
H2 1.16 2.08 -1.76
H3 0.76 1.21 1.02
C2 -2.22 -1.25 0.98
S1 -0.99 -1.67 -0.33
H4 -1.75 -1.52 1.93
H5 -2.45 -0.20 0.99
H6 -3.07 -1.91 0.89
H7 -1.95 -2.12 -1.14

Here are the Löwdin charges for atoms 1 to 2, given in e:
1. N 0.11
2. C -0.45


Question: Number 2 is which compound?
Answer: C2H7NO5